Density functional theory data (the ωB97M-V functional and the def2-TZVPD basis) for a gas-phase ion, C5H12NO (charge -2) in a non-equilibrium geometry.

Last column: Mulliken charge in e.
Atoms and positions in Å:
H1 -2.50 0.71 -1.91  0.26
C1 -0.49 0.90 -0.75  -0.95
H2 -0.36 -0.50 0.88  0.35
C2 -2.03 0.23 -0.96  -0.63
O1 -2.09 -1.03 -1.03  -0.76
H3 1.24 -0.92 2.23  0.56
H4 1.70 1.42 0.59  0.18
H5 -2.76 0.74 -0.15  0.16
H6 1.93 -1.49 -0.12  0.25
C3 0.30 0.03 0.11  0.68
H7 1.68 0.77 2.99  1.02
H8 -0.69 1.83 -0.29  0.35
H9 0.25 -1.76 -0.99  0.45
C4 1.00 -1.06 -0.70  -1.51
H10 -0.11 1.09 -1.83  0.32
H11 3.07 0.17 2.00  0.77
C5 1.88 0.06 2.09  -3.96
H12 1.52 -0.51 -1.53  0.34
N1 1.10 0.81 1.09  0.12

Calculated values
- frontier orbital gap (alpha / beta) (hartree) = 0.109 / 0.250
- 2S+1 = 2
- net charge = -2
- HOMO (alpha / beta) (eV) = 4.054 / 0.122
- LUMO level (alpha / beta) (eV) = 7.032 / 6.921